# 1
Here is a molecular structure, C18H45ClLi2N3O6 in a non-equilibrium geometry from the OMol25 dataset. Energies are from ωB97M-V with the def2-TZVPD basis set.

Total charge: +1
ΔE to the lowest compared entry with this formula, charge and spin: 0.000 eV
Orbital gap: 7.76 eV
HOMO: -11.37 eV
DFT total energy: -49077.86786 eV

The geometry in XYZ format:
```
75
Properties=species:S:1:pos:R:3:forces:R:3:mulliken_charge:R:1
Li 2.3524 -16.6333 15.6306 -0.8 -0.5 0.1 0.858
Li -1.4315 -19.1624 14.8225 0.2 0.0 -0.1 0.002
Cl 0.4000 -17.8575 15.7117 0.8 0.5 0.0 -0.620
C 1.7489 -21.5050 19.7854 -0.2 -0.1 0.3 -0.675
O 0.6529 -20.6820 20.1365 0.1 0.5 -0.9 -0.385
C 0.2691 -19.8433 19.0275 -0.5 0.5 1.1 0.555
C -1.0321 -19.1424 19.4789 1.0 -2.0 -0.8 -0.772
N -2.0893 -20.1732 19.4064 -1.0 1.6 0.4 -0.223
C -3.3176 -19.5596 20.0171 -0.2 -2.0 -0.6 -0.598
C -4.4289 -20.6337 20.2527 0.0 0.6 0.6 -0.741
O -3.9372 -21.7046 21.0320 2.0 0.0 -2.4 -0.343
C -4.5958 -22.0792 22.1665 -0.9 0.5 0.9 -0.758
H 2.6634 -20.9222 19.6750 0.1 0.1 -0.1 0.289
H 1.5247 -22.0343 18.8593 0.1 -0.1 -0.2 0.225
H 1.8976 -22.2417 20.5748 -0.1 0.1 0.0 0.266
H 0.1480 -20.4560 18.1342 -0.3 -0.1 -0.1 -0.696
H 0.9849 -19.0610 18.7750 0.6 -0.1 0.3 0.467
H -1.2508 -18.2954 18.8286 -0.1 0.0 0.0 0.304
H -0.8292 -18.8298 20.5032 -0.2 0.4 0.1 0.562
H -1.7987 -20.9420 19.9934 0.0 -0.2 0.2 0.285
H -3.7022 -18.8391 19.2953 0.0 0.3 0.2 0.201
H -3.0331 -19.0774 20.9523 -0.3 0.2 0.2 0.526
H -4.9059 -20.9914 19.3402 0.7 -0.3 -0.5 0.281
H -5.3049 -20.1835 20.7196 0.1 0.4 0.6 0.502
H -4.0406 -22.8450 22.7081 0.1 0.0 -0.2 0.214
H -5.5788 -22.4660 21.8981 -0.3 0.0 0.4 0.288
H -4.6372 -21.1773 22.7773 -0.6 -0.2 0.7 0.350
C -4.4044 -18.6244 9.9349 -0.9 -0.5 -0.5 -0.852
O -3.9983 -19.0965 11.1771 1.9 -0.9 0.8 -0.252
C -3.0660 -20.1994 11.0693 0.2 0.9 -0.3 -0.928
C -2.2188 -20.2412 12.3355 -1.5 -0.4 1.3 -0.414
N -1.6487 -18.9659 12.7295 0.6 0.5 -1.2 0.630
C -0.7238 -18.5325 11.6885 0.9 2.0 0.3 -1.018
C -0.2194 -17.0613 11.9532 -1.1 0.4 -0.1 -0.563
O -1.3258 -16.0962 11.8338 -0.1 -1.0 -0.8 -0.326
C -0.9977 -14.7349 12.1742 1.1 -1.9 0.3 -0.780
H -5.1023 -17.8171 10.1569 -0.1 -0.1 -0.5 0.246
H -4.8528 -19.4750 9.4216 -0.8 0.2 -0.3 0.361
H -3.6437 -18.3158 9.2177 0.7 0.4 0.5 0.321
H -2.3805 -20.0383 10.2373 0.0 0.3 -0.3 0.421
H -3.5686 -21.1217 10.7779 -0.3 -0.2 0.6 0.554
H -1.4665 -21.0275 12.3977 0.1 0.1 -0.7 0.443
H -2.8523 -20.4785 13.1902 -0.5 -0.3 0.0 -0.108
H -2.3902 -18.2801 12.7234 -0.5 0.0 0.1 0.224
H -1.1077 -18.5113 10.6685 -0.4 -0.2 0.0 0.258
H 0.0952 -19.2518 11.6953 0.4 0.3 -0.1 0.285
H 0.5337 -16.7419 11.2328 0.2 -0.3 -0.1 0.566
H 0.1916 -16.9883 12.9602 0.1 0.0 0.2 0.227
H -0.1300 -14.3799 11.6181 0.0 0.0 -0.3 0.314
H -0.6567 -14.8912 13.1977 -0.2 1.2 0.5 0.346
H -1.8323 -14.0552 12.0023 -0.1 -0.4 0.3 0.207
C 0.7958 -21.3816 14.0247 -0.5 0.4 -0.9 -0.869
O -0.4514 -21.0144 14.5587 -1.3 -0.7 1.0 0.421
C -0.9375 -21.9121 15.5705 0.2 -0.3 0.5 -0.352
C -2.3897 -21.6711 15.9584 0.9 0.2 1.2 -1.065
N -2.5379 -20.2744 16.3404 0.3 0.3 -2.7 0.943
C -3.8731 -19.7179 16.2119 0.4 -2.6 0.5 -0.685
C -3.7951 -18.3033 16.0598 0.2 2.5 0.6 -0.677
O -3.1266 -17.9041 14.8441 -1.2 -0.9 0.9 -0.089
C -2.9970 -16.5106 14.7914 0.8 1.1 -0.7 -0.818
H 1.6309 -21.0742 14.6541 0.0 -0.3 0.1 0.163
H 0.8235 -20.8288 13.0856 0.5 0.1 0.0 0.148
H 0.7702 -22.4356 13.7481 0.4 -0.2 0.3 0.366
H -0.3060 -21.8097 16.4530 0.1 0.4 0.3 0.057
H -0.8375 -22.9746 15.3486 0.2 -0.1 -0.8 0.504
H -2.5428 -22.1502 16.9254 0.0 -1.2 -0.2 0.428
H -3.0970 -22.0911 15.2432 -0.1 0.6 -0.1 0.440
H -2.1583 -20.2023 17.2736 -0.4 0.3 0.6 -0.653
H -4.4209 -20.0149 17.1062 -0.6 0.4 0.1 0.167
H -4.4512 -20.0760 15.3600 0.4 -0.7 -0.2 0.457
H -3.2151 -17.9001 16.8899 0.0 0.4 0.2 0.376
H -4.8297 -17.9813 16.1782 0.0 0.9 -0.6 0.347
H -3.9113 -15.9577 15.0068 -0.1 -0.2 0.3 0.403
H -2.6848 -16.2099 13.7913 -0.2 -0.4 -0.3 0.168
H -2.1588 -16.1734 15.4012 -0.2 0.0 0.6 0.298
```
Positions in Å, forces in eV/Å.

# 2
Here is a molecular structure, C18H45CoF2N2O9P2 in a non-equilibrium geometry from the OMol25 dataset. Energies are from ωB97M-V with the def2-TZVPD basis set.

Total charge: +1
2S+1: 4
Orbital gap (spin up / spin down): 10.06 / 9.64 eV
HOMO (spin up / spin down): -11.96 / -11.77 eV
DFT total energy: -102442.68837 eV

The geometry in XYZ format:
```
79
Properties=species:S:1:pos:R:3:forces:R:3:mulliken_spin:R:1
Co 0.5396 3.7303 0.0540 -0.1 -3.1 1.1 2.834
C -4.7864 -1.7115 6.2028 0.2 -0.3 -0.7 0.000
C -3.8048 -0.5642 5.9995 -0.2 0.6 -0.2 0.000
C -2.6869 -0.8009 4.9603 -1.1 -0.6 0.5 0.000
C -3.3214 -0.9729 3.5894 0.7 -1.0 -1.0 0.000
N -2.2866 -0.9997 2.4532 -0.8 0.8 0.7 0.000
C -3.0009 -1.4255 1.1391 -0.3 -0.1 1.1 0.000
C -1.9923 -2.2442 0.3197 0.5 1.8 0.1 0.000
C -0.7227 -2.1833 1.1974 -0.1 -0.7 -0.1 -0.003
C -1.2315 -2.0469 2.6351 0.2 0.2 -2.3 0.000
C -1.7570 0.4052 2.2696 0.6 0.0 0.2 -0.001
H -5.6810 -1.3611 6.7118 0.1 -0.2 0.2 0.000
H -4.3038 -2.5345 6.7321 -0.2 0.1 0.3 0.000
H -5.1159 -2.1583 5.2604 -0.1 0.2 -0.1 0.000
H -3.3950 -0.3268 6.9815 0.3 0.1 -0.2 0.000
H -4.3442 0.3259 5.6629 -0.1 0.1 0.2 0.000
H -2.2312 -1.7521 5.2448 0.5 0.1 -0.2 0.000
H -1.9632 0.0102 4.9994 0.0 0.0 -0.1 0.000
H -4.1060 -0.2749 3.2971 0.3 0.5 0.2 0.000
H -3.7952 -1.9449 3.4445 0.0 -0.1 0.6 0.000
H -3.4200 -0.4978 0.7576 0.3 -0.1 -0.5 0.000
H -3.8492 -2.0498 1.4204 0.0 0.0 0.2 0.000
H -1.7842 -1.6602 -0.5759 -0.1 -0.6 -0.4 0.000
H -2.3869 -3.2313 0.1042 0.2 0.0 0.0 0.000
H -0.1222 -1.3104 0.9408 0.0 0.0 -0.1 0.004
H -0.0601 -3.0472 1.1456 -0.1 -0.1 -0.3 0.000
H -0.3224 -1.7829 3.1671 -0.8 0.1 1.2 0.000
H -1.7705 -2.9711 2.8351 0.3 0.0 0.9 0.000
H -1.0364 0.7235 3.0245 0.1 -0.7 0.1 0.000
H -2.5709 1.1071 2.4311 -0.2 -0.1 -0.7 0.000
H -1.2547 0.4663 1.3069 -0.3 0.4 -0.1 -0.001
F -0.7040 3.5482 1.5379 0.9 0.6 -1.2 0.070
F 0.3339 1.7458 -0.4124 -0.2 0.6 0.2 0.065
C 3.9590 2.2607 2.6748 -1.1 -1.8 -0.2 0.002
C 2.7663 2.1039 1.7359 0.1 0.4 -0.9 -0.006
O 2.3297 3.0931 1.1402 -0.1 1.3 0.3 0.018
N 2.1870 0.9264 1.4993 1.0 -1.1 0.9 0.004
C 2.6979 -0.4176 1.9193 -1.0 2.5 -0.2 0.000
H 4.7772 1.5965 2.3890 0.3 0.6 -0.5 0.000
H 3.6443 1.7353 3.5829 0.0 0.8 0.5 0.001
H 4.1995 3.3087 2.7782 0.2 -0.1 0.2 -0.001
H 1.3497 0.9294 0.9178 0.1 0.6 -0.5 0.000
H 1.8254 -0.7537 2.4785 0.5 -1.3 -0.1 0.000
H 3.5398 -0.2835 2.5890 0.1 -0.2 0.0 0.000
H 2.9869 -0.8935 0.9863 -0.2 -0.8 0.4 0.000
C 3.0197 0.8722 -1.9270 0.7 -0.4 1.2 0.001
O 2.6185 1.7207 -2.9924 -0.3 1.0 -0.1 0.001
P 2.5038 3.2952 -2.7853 -0.1 -0.9 -1.0 -0.005
O 1.8815 3.7064 -1.5153 0.1 0.8 0.2 0.016
O 3.9834 3.8255 -3.0771 -1.1 -0.4 0.5 0.001
C 4.7470 4.5124 -2.0885 -0.2 0.9 0.8 0.000
O 1.6262 3.7763 -4.0050 0.9 -0.6 0.2 0.001
C 2.1777 3.8460 -5.3477 -1.0 1.6 -0.2 0.000
H 3.8656 0.2520 -2.2232 -0.4 -0.2 -0.5 0.000
H 2.1735 0.2932 -1.5657 0.0 -0.1 -0.3 -0.001
H 3.4136 1.3975 -1.0496 -0.3 0.5 -0.2 0.000
H 5.0850 5.4353 -2.5561 0.6 -0.3 0.0 0.000
H 5.5091 3.8681 -1.6538 0.3 0.1 -0.6 0.000
H 4.1534 4.8424 -1.2302 -0.4 -0.2 -0.2 0.000
H 1.8236 4.8240 -5.6831 0.2 0.0 -0.1 0.000
H 1.6802 3.1557 -6.0229 0.4 -0.6 0.4 0.000
H 3.2612 3.8915 -5.3681 0.0 -0.6 0.0 0.000
C -0.1793 -3.0387 -6.2632 -0.6 -0.7 -0.1 0.000
O -0.2414 -2.0148 -5.2676 0.0 -0.4 1.2 0.000
P 0.1422 -2.3741 -3.7360 0.0 0.4 0.0 0.000
O 1.0881 -3.4790 -3.5381 -0.2 0.6 -0.3 0.000
O 0.5349 -0.9536 -3.1481 0.0 -0.8 -0.4 -0.001
C -0.3628 0.1543 -3.3050 -0.4 0.6 0.1 0.002
O -1.2392 -2.6216 -2.9547 0.4 0.2 -0.3 0.000
C -1.8904 -3.8726 -3.1319 -1.1 0.1 -0.1 0.000
H 0.5943 -2.7634 -6.9732 0.0 -0.3 0.0 0.000
H -1.1443 -3.1721 -6.7590 0.0 0.8 -0.1 0.000
H -0.0563 -4.0330 -5.8293 0.8 0.2 0.1 0.000
H -0.5677 0.5694 -2.3178 0.1 0.0 0.0 -0.002
H -1.2980 -0.1244 -3.7892 0.1 -0.2 0.0 0.000
H 0.1066 0.9310 -3.9072 0.2 -0.2 0.0 0.000
H -1.8854 -4.4340 -2.1979 0.4 -0.1 -0.1 0.000
H -1.5144 -4.4550 -3.9716 0.3 -0.1 0.2 0.000
H -2.9390 -3.6486 -3.3482 0.1 0.0 0.0 0.000
```
Positions in Å, forces in eV/Å.

# 3
Here is a molecular structure, C18H45CrCsN3O4P in a non-equilibrium geometry from the OMol25 dataset. Energies are from ωB97M-V with the def2-TZVPD basis set.

Total charge: +1
ΔE to the lowest compared entry with this formula, charge and spin: 1.252 eV
2S+1: 4
Orbital gap (spin up / spin down): 6.09 / 6.58 eV
HOMO (spin up / spin down): -10.17 / -10.17 eV
DFT total energy: -70308.80767 eV

The geometry in XYZ format:
```
73
Properties=species:S:1:pos:R:3:forces:R:3:mulliken_spin:R:1
Cr -1.3018 -4.4433 1.3070 0.7 3.9 -0.1 3.537
Cs 1.5107 1.0574 3.5553 -0.2 0.1 -0.1 0.000
P -0.5924 -2.3172 2.0896 0.6 2.7 2.1 0.007
O 0.0726 -3.0709 0.9555 3.8 -1.9 -3.8 -0.189
O -0.6012 -3.5765 2.9970 -0.1 -1.5 2.2 -0.116
O -1.9452 -2.6548 1.4491 -4.7 0.4 -0.5 -0.176
O -0.2243 -0.8827 2.4842 -0.6 -3.3 -0.6 -0.019
C -1.0009 3.9384 4.6913 0.0 -0.1 -0.7 0.000
C -0.7892 4.7274 3.3656 0.7 0.2 0.5 0.000
N 0.1855 4.1405 2.3872 0.3 -0.1 1.6 0.000
C -0.3908 3.4930 1.1826 1.2 0.5 0.1 0.000
C -1.5334 2.5811 1.5437 0.0 0.3 0.2 0.000
C 1.4380 4.9676 2.2411 -0.6 -1.1 -0.5 0.000
C 2.6151 4.6767 3.2378 -0.6 -0.1 -0.8 0.000
H -1.5243 4.4710 5.4854 0.0 0.6 -0.3 0.000
H 0.0239 3.8218 5.0437 -0.1 -0.6 0.3 0.000
H -1.5697 3.0115 4.6170 0.4 -0.3 -0.3 0.000
H -1.7039 5.0779 2.8875 -0.1 -0.2 -0.1 0.000
H -0.3289 5.6156 3.7984 0.1 0.4 -0.6 0.000
H -0.7006 4.2495 0.4616 -0.3 0.2 -0.2 0.000
H 0.4049 2.9424 0.6809 0.3 -0.1 0.0 0.000
H -1.2359 1.8380 2.2836 -0.1 0.1 0.3 0.000
H -2.2617 3.2883 1.9405 -0.6 -0.8 0.1 0.000
H -1.9237 1.9922 0.7136 -0.1 0.4 -0.2 0.000
H 1.1513 6.0191 2.2577 0.2 0.2 0.4 0.000
H 1.7704 4.8162 1.2142 0.3 -0.2 0.0 0.000
H 3.5371 5.1384 2.8844 -0.3 1.0 0.3 0.000
H 3.0136 3.6622 3.2434 -0.8 -0.6 -0.1 0.000
H 2.3291 4.9466 4.2544 0.3 0.2 0.0 0.000
C 1.8310 1.0304 -4.1588 0.6 1.6 -0.5 0.000
C 3.0438 1.2159 -3.2326 -0.4 -1.3 0.4 0.000
N 2.6922 1.0055 -1.8388 0.6 1.4 -0.4 0.000
C 3.7034 1.2959 -0.8281 -0.8 1.7 0.0 0.000
C 4.3120 2.7575 -0.8989 0.6 -0.7 -0.2 0.000
C 2.1405 -0.2890 -1.6289 -0.1 -0.8 1.2 -0.001
C 0.8811 -0.1320 -0.8001 -0.8 -1.2 -1.3 -0.005
H 1.1397 0.1978 -4.0291 0.5 -0.1 0.2 0.000
H 2.2927 0.9975 -5.1457 -0.4 -0.3 -0.3 0.000
H 1.2546 1.9554 -4.1400 -0.3 -0.1 0.0 0.000
H 3.7441 0.4268 -3.5064 0.7 0.0 -0.3 0.000
H 3.5139 2.1881 -3.3805 -0.2 -0.1 -0.1 0.000
H 3.1628 1.1922 0.1127 -0.1 0.3 0.4 0.000
H 4.4236 0.4836 -0.7310 0.9 0.2 -0.5 0.000
H 4.7594 2.9986 -1.8632 0.1 -0.5 -0.1 0.000
H 3.7080 3.6474 -0.7218 -0.9 -0.6 0.2 0.000
H 5.1234 2.8732 -0.1804 0.1 -0.3 0.1 0.000
H 2.8282 -0.9083 -1.0530 0.4 -0.2 0.1 0.000
H 2.0188 -0.8517 -2.5545 -0.4 0.2 0.0 0.000
H 0.1885 0.4138 -1.4408 -0.1 0.8 0.6 0.000
H 1.0895 0.2698 0.1915 -0.3 0.3 -0.2 0.000
H 0.3600 -1.0843 -0.7013 0.2 -0.3 0.5 0.004
C -4.1916 -2.8939 -0.2465 0.3 -0.4 -0.8 0.012
C -3.6948 -4.0875 -1.1293 -0.9 -0.2 1.8 0.010
N -2.2675 -4.4340 -0.9320 2.2 0.1 -1.5 -0.064
C -1.9236 -5.6879 -1.6684 0.2 -1.4 0.6 -0.028
C -2.4158 -7.0155 -1.0551 -0.6 1.2 0.2 0.020
C -1.3982 -3.3845 -1.5829 0.2 1.7 -0.8 0.010
C -1.6436 -2.9754 -3.0911 -1.9 -0.4 1.0 0.004
H -3.6012 -1.9976 -0.4362 0.3 -0.2 0.3 -0.003
H -4.1659 -3.1492 0.8128 0.0 0.2 -0.2 0.004
H -5.1984 -2.5700 -0.5104 -0.2 -0.5 -0.1 0.000
H -4.1335 -5.0182 -0.7695 -0.8 0.2 -0.1 -0.009
H -4.0257 -3.9683 -2.1610 0.6 0.0 -0.2 0.000
H -0.8407 -5.8068 -1.7049 0.2 0.6 0.1 0.001
H -2.2286 -5.6984 -2.7148 -0.3 0.4 0.0 0.002
H -3.5047 -7.0395 -1.0969 0.0 -0.6 -0.5 -0.001
H -2.2484 -7.1007 0.0186 0.6 0.1 0.3 -0.004
H -1.8873 -7.8235 -1.5610 -0.5 -0.1 0.0 0.001
H -1.5685 -2.4837 -0.9933 0.1 0.0 0.0 0.003
H -0.3211 -3.5429 -1.5300 -0.2 -0.8 0.6 -0.003
H -2.5123 -2.3171 -3.0857 0.2 0.6 -0.1 0.000
H -0.8104 -2.4543 -3.5626 0.0 -0.3 0.3 0.000
H -2.0539 -3.7624 -3.7239 0.7 -0.4 -0.1 0.000
```
Positions in Å, forces in eV/Å.